{"formula": "C30H37Cl4N3O2", "method": "ωB97M-V/def2-TZVPD", "smiles": "O=C1c2ccccc2C(=O)c2ccccc21.CCCC#N.CCCC#N.CCCC#N.ClCCCl.ClCCCl", "e_homo_ha": -0.367, "total_charge": 0, "molar_mass_g_mol": 613.5, "e_tot_ev": -90365.0404, "species": ["O", "C", "C", "C", "C", "C", "C", "C", "C", "O", "C", "C", "C", "C", "C", "C", "H", "H", "H", "H", "H", "H", "H", "H", "C", "C", "C", "C", "N", "H", "H", "H", "H", "H", "H", "H", "C", "C", "C", "C", "N", "H", "H", "H", "H", "H", "H", "H", "C", "C", "C", "C", "N", "H", "H", "H", "H", "H", "H", "H", "Cl", "C", "C", "Cl", "H", "H", "H", "H", "Cl", "C", "C", "Cl", "H", "H", "H", "H"], "positions_angstrom": [[3.213937, -3.130102, -2.966079], [4.319542, -2.883340, -2.544109], [5.553653, -3.372175, -3.215263], [5.446520, -3.992936, -4.447184], [6.586676, -4.515129, -5.065924], [7.821666, -4.469852, -4.427389], [7.900271, -3.784250, -3.230091], [6.805071, -3.213506, -2.599932], [6.980024, -2.446333, -1.346315], [8.077950, -2.307838, -0.849304], [5.757700, -1.900045, -0.704983], [5.837132, -1.266262, 0.535194], [4.693145, -0.878174, 1.195286], [3.413285, -1.168921, 0.687540], [3.353660, -1.748851, -0.562945], [4.501150, -2.138679, -1.258348], [4.507682, -4.033953, -4.979828], [6.525091, -4.967340, -6.047864], [8.736854, -4.775862, -4.913292], [8.870379, -3.520626, -2.819065], [6.785551, -1.064025, 1.013278], [4.746140, -0.478658, 2.201375], [2.502613, -0.943046, 1.220056], [2.411392, -2.014699, -1.029743], [-0.994562, 1.772150, 5.287309], [-2.154503, 0.918672, 4.765790], [-3.492102, 1.431724, 5.261481], [-3.821087, 1.035537, 6.646648], [-4.033571, 0.743851, 7.738166], [-1.030544, 2.772433, 4.845670], [-0.024585, 1.363392, 4.995935], [-1.003545, 1.832226, 6.374408], [-1.990411, -0.048208, 5.251904], [-2.189572, 0.820829, 3.684052], [-4.304150, 1.115610, 4.604352], [-3.544832, 2.523301, 5.194950], [-0.143497, -0.375158, -3.780595], [1.127356, -1.075864, -4.251230], [1.237192, -1.189236, -5.782847], [0.957662, -0.011658, -6.593880], [0.687154, 0.911830, -7.220151], [-0.959206, -1.095696, -3.913013], [-0.417987, 0.492003, -4.379401], [-0.127449, -0.158447, -2.713726], [1.171584, -2.065678, -3.801413], [2.052758, -0.611574, -3.901379], [0.644729, -2.027847, -6.153443], [2.270585, -1.453807, -6.035926], [-8.291742, 0.950895, 2.097855], [-7.838522, -0.420306, 2.603585], [-6.401569, -0.442157, 3.166795], [-5.454372, 0.096470, 2.189557], [-4.682731, 0.444899, 1.414778], [-7.728532, 1.368057, 1.261113], [-8.364177, 1.690336, 2.891892], [-9.275217, 0.773339, 1.650414], [-7.878632, -1.159446, 1.804510], [-8.546928, -0.702221, 3.381581], [-6.108810, -1.476351, 3.358732], [-6.314215, 0.096498, 4.110178], [-0.831090, 2.780365, -0.279970], [-1.162085, 1.667649, 1.080860], [-0.145130, 0.527264, 0.955031], [-0.718079, -0.707048, -0.212781], [-2.151153, 1.218933, 1.102946], [-0.918746, 2.286766, 1.939921], [-0.005861, -0.015304, 1.894364], [0.849870, 0.925860, 0.764556], [-3.115129, 4.836218, 2.240682], [-3.413592, 5.994302, 0.931024], [-2.407827, 5.833069, -0.192711], [-2.731028, 7.086046, -1.421826], [-3.355619, 6.978307, 1.387222], [-4.396382, 5.887632, 0.473518], [-2.496525, 4.871248, -0.680696], [-1.380712, 6.002933, 0.118162]], "atomic_forces_ev_per_a": [[-0.169, -0.028, -0.283], [0.307, 0.062, 0.446], [-0.155, 0.203, 0.286], [0.722, -0.281, -0.661], [-0.087, -0.285, 0.161], [-0.502, 0.823, -0.076], [0.963, 0.739, 0.413], [-0.515, -0.611, -0.896], [0.317, 0.025, 0.205], [-0.066, 0.108, 0.014], [-0.196, -0.121, 0.188], [0.110, 0.318, -0.013], [-1.113, -0.445, 0.629], [1.049, 0.184, -0.611], [-0.393, -0.508, -0.368], [-0.179, 0.212, 0.249], [-0.181, -0.014, 0.262], [-0.161, 0.018, 0.012], [-0.091, -0.292, -0.026], [-0.026, -0.418, 0.157], [0.169, -0.183, -0.249], [0.226, 0.219, -0.115], [0.032, 0.077, 0.146], [-0.063, 0.156, 0.124], [0.120, 0.253, -0.793], [0.664, -0.345, 1.239], [-0.885, 0.471, 0.011], [0.260, 0.214, -0.227], [-0.013, -0.010, -0.238], [-0.065, 0.096, 0.272], [-0.078, -0.163, 0.017], [-0.118, 0.112, 0.013], [-0.203, -0.300, -0.635], [0.175, -0.026, -0.026], [0.014, -0.276, 0.102], [0.136, 0.008, 0.174], [-0.309, -0.766, -0.149], [0.180, 0.613, -0.050], [0.761, -0.893, -0.063], [-0.522, 0.221, 0.371], [0.126, 0.011, -0.050], [-0.110, 0.134, -0.005], [0.249, 0.216, 0.182], [0.140, 0.277, -0.193], [-0.030, -0.159, -0.295], [-0.208, 0.391, 0.097], [-0.233, 0.169, -0.069], [-0.053, -0.136, 0.093], [-0.536, -0.485, -0.691], [0.414, 0.636, 0.060], [-0.383, -0.222, -0.182], [0.180, -0.208, 0.186], [0.067, 0.180, 0.000], [0.462, -0.148, 0.251], [-0.035, 0.012, 0.041], [-0.151, 0.353, 0.325], [-0.162, 0.018, -0.041], [0.172, -0.314, 0.076], [0.068, 0.038, 0.085], [-0.045, 0.141, -0.046], [-0.537, -0.093, -0.283], [1.414, -0.614, -0.113], [-0.124, -0.048, 1.008], [0.450, 0.334, 0.135], [-0.308, 0.630, -0.218], [-0.304, -0.264, 0.315], [-0.488, 0.078, 0.078], [-0.088, -0.150, -0.784], [-0.112, -0.333, 0.013], [0.095, 0.529, -0.603], [0.248, 0.259, 0.127], [-0.154, 0.117, -0.125], [0.070, 0.055, -0.113], [-0.153, -0.308, 0.493], [-0.017, -0.065, 0.052], [-0.040, -0.198, 0.180]], "mulliken_charge": [-0.64, 0.52, 0.56, -0.65, -0.36, -0.74, -0.43, 0.10, 0.50, -0.66, 0.42, -0.69, -0.56, -0.61, -0.53, 0.20, 0.44, 0.39, 0.38, 0.42, 0.45, 0.36, 0.60, 0.51, -1.24, 0.15, 0.22, 0.23, -0.45, 0.30, 0.33, 0.41, 0.27, -0.09, -0.45, 0.27, -0.90, -0.05, -0.51, 0.23, -0.45, 0.31, 0.36, 0.00, 0.23, 0.23, 0.33, 0.23, -1.14, -0.51, -0.38, 0.25, -0.43, 0.36, 0.30, 0.33, 0.31, 0.32, 0.33, 0.26, -0.22, 0.06, -0.62, -0.20, 0.09, 0.04, 0.39, 0.49, -0.13, -0.51, -0.27, -0.21, 0.32, 0.32, 0.16, 0.34]}



{"formula": "C30H37CrN5O", "method": "ωB97M-V/def2-TZVPD", "e_homo_ha": [-0.348, -0.382], "total_charge": 1, "molar_mass_g_mol": 535.7, "e_tot_ev": -69622.9346, "spin_multiplicity": 4, "e_above_lowest_kcal_mol": 65.48, "species": ["Cr", "C", "C", "N", "N", "C", "O", "C", "C", "C", "C", "C", "C", "C", "C", "C", "C", "C", "N", "H", "H", "H", "H", "H", "H", "H", "H", "H", "H", "H", "H", "C", "C", "C", "C", "C", "C", "C", "C", "C", "C", "H", "H", "H", "H", "H", "H", "H", "H", "H", "H", "H", "H", "H", "H", "H", "N", "C", "N", "C", "C", "C", "C", "C", "H", "H", "H", "H", "H", "H", "H", "H", "H", "H"], "positions_angstrom": [[0.211478, -0.988477, -0.186035], [-2.091682, 1.598647, 2.598010], [-0.987629, 1.128346, 1.696016], [-1.159875, 0.083206, 0.929980], [-2.425276, -0.393922, 0.835390], [-2.530520, -1.122876, -0.254922], [-1.506777, -1.300325, -1.020094], [-3.820943, -1.731666, -0.607908], [-4.861868, -1.801852, 0.315716], [-6.034631, -2.458583, -0.014135], [-6.184661, -3.040542, -1.265865], [-5.154553, -2.960173, -2.194155], [-3.976977, -2.313952, -1.865639], [0.224273, 1.910229, 1.639507], [0.275668, 3.174286, 2.191645], [1.390494, 3.999906, 2.009709], [2.507104, 3.506144, 1.400548], [2.554755, 2.171312, 0.937448], [1.319282, 1.443516, 0.905613], [-2.903517, 0.883124, 2.572856], [-2.484935, 2.568128, 2.289256], [-1.719455, 1.690262, 3.619570], [-4.739613, -1.343467, 1.287845], [-6.837835, -2.522551, 0.707991], [-7.104778, -3.549726, -1.519819], [-5.272657, -3.406115, -3.172914], [-3.165376, -2.254400, -2.578633], [-0.591453, 3.549051, 2.711497], [1.359062, 5.024704, 2.351164], [3.349413, 4.153147, 1.210729], [3.418029, 0.551394, -0.062532], [1.931499, -2.254603, -1.090687], [0.698472, -2.803491, -1.536041], [0.041115, -3.389675, -0.410600], [0.803956, -3.103855, 0.733488], [1.999311, -2.421569, 0.313310], [3.204510, -2.205605, 1.179159], [0.516905, -3.633853, 2.105788], [-1.179120, -4.248490, -0.414165], [0.243590, -2.899628, -2.957205], [3.007539, -1.716538, -1.987969], [3.149790, -1.271132, 1.743307], [4.111609, -2.195028, 0.575650], [3.301193, -3.020385, 1.895487], [-0.310258, -3.106845, 2.585525], [1.386740, -3.548983, 2.754124], [0.234433, -4.685725, 2.044349], [-2.046234, -3.735773, -0.001006], [-1.008534, -5.135241, 0.198173], [-1.433482, -4.565877, -1.423561], [-0.559354, -2.186438, -3.156144], [-0.143244, -3.896481, -3.167506], [1.061154, -2.691414, -3.645381], [3.271420, -2.457616, -2.744057], [3.908952, -1.488438, -1.420702], [2.688680, -0.810342, -2.506090], [1.237822, 0.349417, 0.252767], [3.656999, 1.481217, 0.439670], [4.951534, 1.760425, 0.503788], [5.894380, 0.904370, -0.229493], [7.216131, 1.638631, -0.466168], [6.940543, 3.103393, -0.810957], [6.260032, 3.821806, 0.373499], [5.591801, 2.799086, 1.296765], [5.445732, 0.647671, -1.189742], [6.065795, -0.024882, 0.325134], [7.750612, 1.139571, -1.273384], [7.854734, 1.583079, 0.417026], [6.297168, 3.137477, -1.693396], [7.869343, 3.605685, -1.076767], [5.516899, 4.528059, -0.001048], [6.988825, 4.387567, 0.954609], [4.880161, 3.259534, 1.971722], [6.347306, 2.312776, 1.917544]], "atomic_forces_ev_per_a": [[-0.647, -2.232, 0.235], [-0.027, 0.070, -0.018], [-0.593, -0.651, -0.231], [0.583, 0.381, 0.468], [-0.784, -0.405, 0.015], [0.598, 0.483, 0.294], [-0.842, 0.161, -0.893], [-0.125, -0.262, -0.153], [0.066, 0.091, 0.038], [-0.089, -0.018, 0.020], [0.067, 0.058, -0.014], [-0.106, -0.031, -0.020], [0.118, 0.061, 0.025], [0.369, 0.708, 0.323], [-0.168, -0.584, -0.158], [0.378, 0.215, -0.073], [-0.253, 0.059, 0.079], [-0.003, 0.010, 0.001], [-0.439, -0.365, 0.175], [0.001, 0.007, 0.025], [-0.009, -0.011, -0.030], [0.034, 0.057, -0.021], [0.009, -0.030, -0.003], [0.009, 0.020, 0.006], [0.001, -0.012, 0.006], [0.012, 0.008, 0.001], [0.008, -0.012, 0.021], [0.035, -0.023, 0.045], [0.014, 0.002, -0.028], [0.005, -0.010, 0.070], [0.020, -0.005, -0.050], [-0.078, 0.015, 0.004], [0.239, -0.047, 0.058], [0.190, 0.149, 0.444], [0.057, -0.239, -0.181], [-0.131, -0.009, 0.014], [-0.206, 0.257, -0.046], [-0.082, 0.197, -0.040], [-0.031, 0.208, -0.059], [-0.064, 0.198, 0.106], [-0.197, 0.089, 0.082], [0.057, -0.006, 0.024], [0.024, 0.047, 0.028], [0.031, 0.017, 0.024], [-0.001, -0.024, 0.025], [-0.018, -0.006, 0.036], [0.029, -0.010, 0.047], [-0.095, 0.009, 0.013], [0.006, -0.038, -0.055], [-0.049, -0.012, 0.008], [-0.019, -0.050, -0.023], [0.026, -0.013, -0.031], [-0.001, -0.029, -0.022], [0.036, 0.023, -0.010], [0.019, 0.034, -0.017], [0.067, 0.014, -0.030], [1.923, 1.525, -0.509], [0.193, -0.013, -0.055], [-0.363, -0.033, 0.006], [0.305, -0.227, -0.092], [-0.097, 0.183, -0.004], [0.040, -0.098, 0.032], [-0.005, -0.111, -0.066], [0.130, 0.303, 0.017], [-0.047, 0.025, 0.026], [-0.073, 0.046, 0.026], [-0.004, -0.016, 0.005], [0.016, -0.064, -0.006], [-0.006, 0.036, 0.006], [-0.029, 0.024, -0.029], [0.014, 0.043, 0.040], [-0.025, 0.017, 0.013], [0.010, -0.099, 0.042], [-0.034, -0.053, -0.005]], "mulliken_spin": [2.81, 0.01, 0.00, -0.13, -0.01, 0.01, -0.01, -0.01, 0.00, 0.00, 0.00, 0.00, 0.00, 0.09, 0.09, 0.01, 0.06, 0.11, 0.26, 0.00, 0.00, 0.00, 0.00, 0.00, 0.00, 0.00, 0.00, 0.00, 0.00, 0.03, 0.01, 0.07, 0.03, -0.24, 0.15, -0.21, -0.01, -0.01, 0.01, 0.01, -0.05, -0.01, 0.00, 0.00, 0.00, 0.00, 0.00, 0.00, 0.00, 0.00, -0.01, 0.00, 0.00, 0.00, 0.00, 0.00, -0.27, 0.08, 0.16, -0.02, 0.01, 0.00, 0.01, -0.02, 0.00, 0.00, 0.00, 0.00, 0.00, 0.00, 0.00, 0.00, 0.01, 0.00]}